ORCA calculation (ωB97M-V/def2-TZVPD) on a 5-piece molecular cluster, C16H29NO14P2 overall at a distorted geometry.

Results
net charge = 0
Kohn-Sham gap = 8.1 eV
SMILES string = C[C@@H]1COC(=O)O1.C[C@@H]1COC(=O)O1.C[C@@H]1COC(=O)O1.C[C@@H]1COC(=O)O1.N=P(O)(O)P
LUMO energy = 0.14 eV
HOMO energy = -7.99 eV

Structure (XYZ):
```
62
Properties=species:S:1:pos:R:3:mulliken_charge:R:1
C -1.198 1.045 4.068 -1.466
C -0.149 2.075 3.699 0.670
C 0.555 1.788 2.407 -0.501
O 1.796 2.453 2.587 -0.208
C 2.027 2.470 3.936 0.582
O 3.084 2.797 4.448 -0.557
O 0.922 2.065 4.629 -0.379
H -1.486 1.149 5.119 0.374
H -2.091 1.154 3.445 0.372
H -0.816 0.025 3.947 0.325
H -0.591 3.079 3.708 0.250
H 0.023 2.186 1.539 0.300
H 0.758 0.723 2.245 0.275
C -1.106 -1.086 -1.930 -1.567
C -1.943 -1.849 -0.924 0.669
C -2.197 -3.277 -1.302 -0.264
O -3.406 -3.560 -0.615 -0.341
C -4.064 -2.366 -0.495 0.515
O -5.219 -2.253 -0.121 -0.597
O -3.259 -1.323 -0.854 -0.345
H -1.174 -0.008 -1.749 0.451
H -0.056 -1.388 -1.877 0.339
H -1.461 -1.254 -2.953 0.358
H -1.496 -1.765 0.075 0.238
H -1.398 -3.948 -0.976 0.296
H -2.370 -3.422 -2.375 0.210
C 2.484 -4.463 -5.601 -1.470
C 1.801 -3.527 -4.625 0.479
C 0.780 -4.196 -3.755 -0.591
O -0.084 -3.121 -3.424 -0.119
C 0.001 -2.231 -4.460 0.579
O -0.741 -1.275 -4.608 -0.571
O 1.020 -2.560 -5.307 -0.355
H 3.009 -3.894 -6.376 0.362
H 3.202 -5.110 -5.089 0.373
H 1.756 -5.098 -6.120 0.350
H 2.553 -2.992 -4.031 0.266
H 1.216 -4.636 -2.853 0.349
H 0.192 -4.960 -4.276 0.312
C 3.895 5.225 1.622 -1.478
C 4.711 4.082 1.052 0.648
C 6.186 4.346 1.017 -0.466
O 6.617 3.500 -0.038 -0.312
C 5.548 3.366 -0.880 0.627
O 5.605 2.858 -1.988 -0.574
O 4.414 3.879 -0.320 -0.335
H 2.834 5.097 1.383 0.308
H 4.009 5.285 2.708 0.345
H 4.199 6.186 1.189 0.431
H 4.476 3.152 1.586 0.190
H 6.684 4.084 1.954 0.316
H 6.440 5.379 0.753 0.291
N -4.002 -0.167 2.680 -0.593
P -5.594 -0.050 2.281 0.787
O -5.632 0.607 0.653 -0.518
O -6.316 1.122 3.354 -0.537
P -6.570 -2.044 2.408 -0.204
H -3.415 0.125 1.839 0.123
H -6.294 0.071 0.112 0.329
H -6.641 1.926 2.817 0.328
H -5.917 -2.767 3.483 0.099
H -6.112 -2.708 1.180 0.233
```


ORCA calculation (ωB97M-V/def2-TZVPD) on a 5-piece molecular cluster, C20H42NO9S overall at a distorted geometry.

Results
net charge = +1
Kohn-Sham gap = 8.0 eV
LUMO energy = -3.61 eV
HOMO energy = -11.65 eV

Structure (XYZ):
```
73
Properties=species:S:1:pos:R:3:mulliken_charge:R:1
C -0.453 -1.982 2.736 -0.630
O -1.835 -1.492 2.613 -0.315
C -2.263 -1.363 1.212 -0.299
S -0.969 -0.684 0.040 0.132
C -0.317 -2.231 -0.871 -0.583
C -0.185 -1.984 -2.513 0.133
N 0.522 -0.916 -3.011 -0.434
H -0.209 -2.915 2.058 0.272
H -0.328 -2.344 3.866 0.274
H 0.372 -1.130 2.604 0.260
H -2.680 -2.357 0.733 0.421
H -3.186 -0.605 1.210 0.319
H 0.089 -0.052 0.730 0.284
H 0.758 -2.408 -0.441 0.391
H -1.035 -3.128 -0.617 0.388
H -0.700 -2.771 -3.239 0.179
H 0.873 -0.412 -2.165 0.183
O -1.185 2.388 1.664 -0.621
C -1.157 2.539 2.883 0.693
O -0.467 3.565 3.433 -0.323
C -0.527 3.942 4.819 -0.465
C 0.449 3.126 5.643 -0.671
C -1.815 1.542 3.792 -0.587
H -1.551 3.888 5.199 0.357
H -0.237 4.998 4.865 0.310
H 0.206 2.059 5.616 0.169
H 0.442 3.455 6.687 0.232
H 1.465 3.229 5.248 0.329
H -1.134 0.703 3.958 0.066
H -2.725 1.178 3.305 0.209
H -2.128 1.956 4.749 0.332
O -2.453 -4.445 -5.449 -0.610
C -1.813 -3.728 -6.213 0.773
O -1.694 -2.400 -5.972 -0.392
C -0.818 -1.514 -6.688 -0.198
C -1.479 -1.007 -7.954 -1.087
C -1.221 -4.288 -7.474 -0.909
H 0.152 -1.984 -6.875 0.304
H -0.625 -0.666 -6.022 0.255
H -1.703 -1.824 -8.647 0.248
H -0.832 -0.289 -8.467 0.356
H -2.432 -0.521 -7.721 0.389
H -1.987 -4.305 -8.253 0.249
H -0.888 -5.312 -7.273 0.336
H -0.346 -3.748 -7.829 0.294
O -0.890 1.281 7.553 -0.525
C -0.863 1.432 8.771 0.832
O -0.173 2.458 9.322 -0.335
C -0.232 2.835 10.707 -0.415
C 0.743 2.019 11.531 -0.960
C -1.521 0.435 9.681 -1.155
H -1.257 2.781 11.087 0.355
H 0.057 3.891 10.753 0.313
H 0.500 0.952 11.504 0.273
H 0.736 2.348 12.575 0.356
H 1.759 2.122 11.136 0.303
H -0.840 -0.404 9.846 0.275
H -2.431 0.071 9.193 0.316
H -1.834 0.849 10.637 0.353
O 1.053 -1.176 -8.809 -0.534
C 2.120 -0.707 -8.424 0.904
O 2.194 -0.040 -7.248 -0.317
C 3.417 0.377 -6.619 -0.441
C 3.875 1.715 -7.162 -0.992
C 3.347 -0.788 -9.286 -1.248
H 4.186 -0.398 -6.698 0.357
H 3.195 0.481 -5.551 0.312
H 4.097 1.662 -8.232 0.276
H 4.775 2.056 -6.640 0.366
H 3.090 2.468 -7.039 0.308
H 3.335 0.033 -10.007 0.291
H 3.329 -1.742 -9.824 0.334
H 4.281 -0.774 -8.727 0.387
```


ORCA calculation (ωB97M-V/def2-TZVPD) on one molecule with the formula C5H12N2 at a distorted geometry.

Results
energy above the lowest of the compared OMol25 structures with the same formula, charge and spin = 91.4 kcal/mol
net charge = 0
Kohn-Sham gap = 6.4 eV
LUMO energy = 0.67 eV
HOMO energy = -5.72 eV

Structure (XYZ):
```
19
Properties=species:S:1:pos:R:3:mulliken_charge:R:1
C -1.761 -0.794 0.479 -1.810
C -0.247 -0.639 0.549 0.958
N 0.117 1.074 0.661 -0.664
C 0.398 -1.393 1.554 -1.106
H 1.003 1.086 1.166 0.434
H -0.664 1.493 1.171 0.324
H -2.222 -0.258 -0.357 0.382
H -2.217 -0.410 1.394 0.432
H -2.033 -1.844 0.362 0.389
H -0.133 -2.201 2.043 0.273
H 1.480 -1.498 1.520 0.275
N 1.419 1.626 -1.596 -0.527
C 0.308 0.949 -1.128 -0.045
C 0.370 -0.537 -0.935 -0.791
H 2.292 1.347 -1.169 0.244
H 1.329 2.632 -1.639 0.253
H -0.633 1.352 -1.486 0.391
H -0.210 -1.093 -1.670 0.308
H 1.402 -0.895 -0.919 0.282
```


ORCA calculation (ωB97M-V/def2-TZVPD) on one molecule with the formula C4H6N2O.

Results
energy above the lowest of the compared OMol25 structures with the same formula, charge and spin = 51.0 kcal/mol
net charge = 0
Kohn-Sham gap = 10.3 eV
SMILES string = CO[C@@H]1C=NC=N1
LUMO energy = 0.22 eV
HOMO energy = -10.03 eV

Structure (XYZ):
```
13
Properties=species:S:1:pos:R:3:mulliken_charge:R:1
C -1.931 -0.447 -0.398 -0.703
O -1.225 -0.117 0.782 -0.345
C 0.152 -0.027 0.700 0.394
C 0.820 1.278 0.320 -0.122
N 1.933 1.059 -0.278 -0.510
C 1.935 -0.360 -0.456 -0.113
N 0.918 -1.019 -0.045 -0.509
H -1.799 0.300 -1.193 0.291
H -2.986 -0.473 -0.111 0.227
H -1.632 -1.434 -0.767 0.323
H 0.512 -0.204 1.727 0.285
H 0.490 2.272 0.610 0.390
H 2.813 -0.828 -0.892 0.391
```